Entry 1:
{
  "formula": "C5H11N",
  "method": "the ωB97M-V functional and the def2-TZVPD basis",
  "total_energy_ha": -251.7793,
  "smiles": "CC[C@H]1CN1C",
  "homo_lumo_gap_ev": 9.58,
  "homo_energy_ev": -8.418,
  "total_charge": 0,
  "lumo_ev": 1.1662,
  "elements": ["C", "C", "C", "C", "N", "C", "H", "H", "H", "H", "H", "H", "H", "H", "H", "H", "H"],
  "xyz": [[2.05862, -1.10292, -0.09239], [1.32246, 0.21008, -0.48958], [0.15495, 0.56332, 0.51276], [-0.96344, 1.66180, 0.56886], [-1.09329, 0.46099, -0.15233], [-2.08177, -0.56136, -0.25165], [2.48095, -1.04286, 0.91736], [1.41748, -1.99671, -0.13946], [2.89940, -1.30655, -0.77376], [2.06758, 1.00127, -0.62405], [0.86051, 0.03787, -1.47599], [0.37352, 0.16900, 1.52021], [-0.87181, 2.59905, 0.01581], [-1.64033, 1.79458, 1.44401], [-1.58555, -1.39797, -0.75974], [-2.86462, -0.16997, -0.90918], [-2.53463, -0.91962, 0.68912]],
  "forces_ev_per_a": [[0.0, 0.2, 0.0], [0.0, 0.1, 0.3], [0.2, -0.4, -0.4], [0.0, 0.2, -0.2], [0.1, 0.0, -0.3], [-0.1, 0.0, 0.1], [-0.1, 0.0, -0.1], [0.0, 0.4, 0.1], [-0.3, 0.2, 0.1], [-0.1, 0.0, 0.2], [0.1, 0.3, 0.4], [-0.6, -0.3, -0.3], [0.1, -0.3, -0.2], [1.0, -0.3, 0.0], [-0.3, 0.0, 0.1], [-0.1, -0.3, 0.1], [0.1, 0.1, 0.0]]
}


Entry 2:
{
  "formula": "C28H27F5N3O",
  "method": "the ωB97M-V functional and the def2-TZVPD basis",
  "total_energy_ha": -1821.7148,
  "homo_lumo_gap_ev": 7.31,
  "homo_energy_ev": -11.671,
  "total_charge": 1,
  "lumo_ev": -4.3601,
  "elements": ["C", "N", "C", "O", "C", "C", "C", "C", "F", "C", "F", "C", "F", "C", "F", "C", "F", "N", "C", "C", "C", "C", "C", "C", "C", "C", "C", "C", "C", "C", "H", "H", "H", "H", "H", "H", "H", "H", "H", "H", "H", "H", "H", "H", "H", "H", "H", "H", "H", "H", "C", "C", "C", "C", "N", "C", "C", "H", "H", "H", "H", "H", "H", "H"],
  "xyz": [[3.96749, -1.32430, 3.46303], [2.72644, -1.21646, 2.72200], [1.53741, -1.51237, 3.31044], [1.38322, -1.95051, 4.44817], [0.44032, -1.23341, 2.28157], [-0.51681, -0.14317, 2.72452], [-1.20449, -0.51423, 4.00409], [-0.91748, 0.14061, 5.20150], [-0.00860, 1.15296, 5.20145], [-1.48081, -0.25554, 6.41129], [-1.15590, 0.37314, 7.55788], [-2.38271, -1.32170, 6.42646], [-2.93327, -1.72007, 7.58597], [-2.71252, -1.97390, 5.23656], [-3.58745, -3.00048, 5.24950], [-2.12228, -1.55944, 4.04830], [-2.41709, -2.23318, 2.89739], [1.20475, -0.89163, 1.07788], [0.52000, -0.58484, -0.04773], [1.06110, -0.07296, -1.23047], [0.35353, 0.06453, -2.41849], [0.99048, 0.36883, -3.67373], [0.27380, 0.47482, -4.90352], [0.93022, 0.67810, -6.12269], [2.32797, 0.73589, -6.19067], [3.06064, 0.59952, -5.00401], [2.41798, 0.44106, -3.77579], [2.65584, -0.77034, 1.32400], [3.15828, 0.67743, 1.21772], [3.50409, -1.69707, 0.44442], [3.73161, -1.55499, 4.51260], [4.59802, -2.12351, 3.05527], [4.52117, -0.38168, 3.41521], [-0.13655, -2.15913, 2.11942], [0.03971, 0.78890, 2.88241], [-1.26084, 0.00961, 1.93007], [-0.55989, -0.74388, -0.01370], [2.13171, 0.10274, -1.26530], [-0.65123, -0.36174, -2.40467], [-0.80549, 0.41528, -4.89278], [0.34524, 0.80537, -7.03146], [2.84516, 0.87733, -7.15145], [4.14777, 0.63824, -5.03935], [3.03718, 0.35523, -2.88883], [2.59281, 1.32001, 1.90647], [4.22633, 0.70734, 1.48349], [3.03992, 1.05643, 0.19962], [3.25102, -2.74299, 0.66023], [3.33032, -1.49320, -0.61570], [4.56851, -1.53205, 0.67059], [-5.68162, 2.58749, -3.09615], [-4.30949, 1.95170, -2.97387], [-3.14180, 2.71982, -2.91451], [-1.89824, 2.10543, -2.77357], [-1.80479, 0.77808, -2.68933], [-2.90938, -0.00230, -2.78392], [-4.17615, 0.55947, -2.92332], [-6.47269, 1.83526, -3.14947], [-5.91593, 3.23723, -2.24677], [-5.76786, 3.20732, -3.99360], [-3.19417, 3.79680, -2.97788], [-0.97741, 2.70540, -2.74230], [-2.78626, -1.09286, -2.74842], [-5.03082, -0.10343, -2.98612]],
  "forces_ev_per_a": [[0.3, -0.1, 0.0], [-0.5, 0.0, 0.2], [0.1, -0.6, 0.9], [0.0, 0.7, -1.5], [0.2, -1.0, 0.3], [-0.1, 0.6, 0.0], [-0.3, 0.0, 0.4], [0.3, 0.1, 0.0], [-0.7, -0.7, 0.0], [0.1, 0.2, 0.3], [-0.2, -0.4, -0.8], [-0.1, -0.1, 0.3], [0.4, 0.3, -0.8], [-0.3, -0.3, 0.1], [0.6, 0.7, 0.0], [0.0, -0.2, -0.1], [0.2, 0.5, 0.7], [-1.7, 0.6, -1.5], [1.1, -0.2, 0.6], [0.7, 0.3, -0.3], [1.0, -3.2, 1.2], [1.0, 0.3, -1.6], [0.6, 0.0, 0.4], [0.1, 0.0, 0.3], [-0.2, -0.1, 0.4], [-0.2, 0.1, 0.1], [-0.6, 0.2, -0.3], [0.8, 0.2, 0.5], [-0.2, 0.0, 0.1], [-0.2, -0.1, 0.1], [0.0, 0.1, -0.5], [-0.1, 0.1, 0.1], [-0.1, -0.1, 0.1], [0.3, 0.2, 0.0], [-0.2, -0.1, -0.2], [0.1, 0.1, 0.2], [0.2, -0.1, 0.2], [-0.4, 0.3, 0.3], [1.8, -0.2, -0.2], [0.0, 0.0, 0.0], [0.1, -0.1, 0.2], [-0.3, -0.1, 0.6], [-0.2, 0.0, 0.1], [-0.1, 0.0, -0.2], [0.2, -0.1, -0.2], [-0.4, 0.0, -0.1], [0.1, 0.0, 0.2], [0.1, 0.2, -0.1], [0.1, -0.1, 0.1], [-0.4, -0.1, -0.1], [0.0, 0.0, 0.0], [-0.2, 0.0, 0.0], [0.1, -0.1, 0.0], [-1.1, -0.1, -0.1], [-2.7, 1.2, -0.4], [0.2, 1.3, 0.1], [0.5, -0.1, 0.1], [0.2, 0.0, 0.0], [0.2, -0.1, 0.0], [0.2, -0.1, 0.1], [-0.1, 0.1, 0.0], [-0.3, -0.4, 0.0], [0.2, 0.4, 0.0], [-0.1, 0.2, 0.0]]
}


Entry 3:
{
  "formula": "C20H24N6O3",
  "method": "the ωB97M-V functional and the def2-TZVPD basis",
  "total_energy_ha": -1330.8425,
  "smiles": "CNC(=O)[C@@H](Cc1c[nH]cn1)NC(=O)[C@@H](Cc1c[nH]c2ccccc12)NC(C)=O",
  "homo_lumo_gap_ev": 7.99,
  "homo_energy_ev": -7.488,
  "total_charge": 0,
  "lumo_ev": 0.5002,
  "elements": ["C", "N", "C", "O", "C", "C", "C", "C", "N", "C", "N", "N", "C", "O", "C", "C", "C", "C", "N", "C", "C", "C", "C", "C", "C", "N", "C", "C", "O", "H", "H", "H", "H", "H", "H", "H", "H", "H", "H", "H", "H", "H", "H", "H", "H", "H", "H", "H", "H", "H", "H", "H", "H"],
  "xyz": [[2.49747, -1.11362, -3.23097], [2.53631, 0.17252, -2.58686], [2.46780, 0.28970, -1.26101], [2.31293, -0.69772, -0.55888], [2.59823, 1.69800, -0.66638], [1.47380, 2.74704, -1.13899], [1.06849, 2.62731, -2.56428], [-0.18462, 2.37015, -3.04939], [-0.08148, 2.40093, -4.42120], [1.19413, 2.67424, -4.76873], [1.93661, 2.76839, -3.66617], [2.78068, 1.80155, 0.82510], [1.90896, 1.47785, 1.77180], [2.20625, 1.70311, 2.94242], [0.55761, 0.77447, 1.46246], [0.51384, -0.67313, 2.00248], [-0.55337, -1.54726, 1.45918], [-1.13102, -1.40157, 0.22345], [-2.05755, -2.36857, -0.00008], [-2.18217, -3.21054, 1.08627], [-3.01670, -4.32187, 1.34061], [-2.99956, -4.82453, 2.64666], [-2.09126, -4.36652, 3.60177], [-1.25092, -3.28879, 3.33560], [-1.29042, -2.64662, 2.06251], [-0.56990, 1.48746, 2.01124], [-1.69782, 1.66534, 1.31715], [-2.98290, 1.95348, 2.06914], [-1.75937, 1.60963, 0.08748], [2.56035, -0.99866, -4.34187], [1.56147, -1.57898, -3.06978], [3.30377, -1.76877, -2.84784], [2.56685, 1.03203, -3.14878], [3.52504, 2.08866, -1.16073], [0.58260, 2.68422, -0.57653], [1.81959, 3.75266, -0.99328], [-1.04741, 2.24240, -2.38096], [-0.86064, 2.33170, -5.05120], [1.52085, 2.76253, -5.78070], [3.67642, 2.15363, 1.16238], [0.44926, 0.77358, 0.39340], [1.47468, -1.15551, 1.77156], [0.44086, -0.65418, 3.09631], [-0.84781, -0.67314, -0.54162], [-2.50006, -2.53507, -0.89574], [-3.78161, -4.67416, 0.65730], [-3.66191, -5.61492, 2.88745], [-2.01300, -4.81665, 4.60194], [-0.57659, -2.88641, 4.12421], [-0.57439, 1.70388, 2.99301], [-3.71316, 2.31502, 1.34889], [-3.30595, 1.01379, 2.56770], [-2.80328, 2.74192, 2.85251]],
  "forces_ev_per_a": [[0.9, 0.0, -0.9], [0.5, 1.3, -1.0], [-0.6, -0.7, 1.0], [0.1, 0.0, 0.5], [0.1, 2.0, -0.1], [1.3, -1.0, -0.8], [0.0, -0.2, -2.1], [0.4, 0.3, 1.3], [-1.0, 0.0, 0.0], [0.3, -0.4, 2.4], [-0.3, 0.6, -0.1], [0.7, -0.2, -3.3], [-0.8, -0.6, 2.2], [-0.5, -0.1, -0.1], [0.6, -0.3, -0.1], [1.3, -0.3, 0.5], [-1.9, 0.1, -0.8], [1.3, 0.3, 0.0], [-1.0, -1.0, -1.0], [0.5, 0.8, 0.5], [0.0, 0.9, 1.0], [0.7, 0.3, -1.1], [0.7, 0.7, 0.6], [0.3, 0.7, -0.2], [0.1, -1.3, 0.8], [0.3, 0.4, 0.3], [-1.3, 0.5, -1.3], [0.7, 0.3, 1.2], [0.5, -0.2, 0.1], [0.3, 0.1, 1.0], [-1.0, -0.7, 0.5], [-0.4, 0.3, -0.3], [0.2, -0.7, 0.3], [-0.5, -0.2, 0.8], [-1.0, -0.5, 0.9], [0.6, 0.4, 0.3], [0.0, -0.1, -1.0], [0.0, 0.0, -0.1], [0.2, 0.0, -0.3], [-0.5, -0.2, -0.1], [-0.3, -0.2, -0.3], [-0.1, 0.2, 0.1], [0.1, 0.2, -0.1], [-0.4, -0.4, 0.3], [0.1, 0.2, 0.4], [0.3, 0.1, -0.2], [-0.5, -0.7, 0.2], [-0.3, 0.1, -0.6], [-0.5, -0.5, -0.6], [0.1, -0.2, 0.2], [0.0, -0.2, 0.2], [0.0, 0.6, -0.3], [-0.3, -0.8, -0.6]]
}